Record 1
Molecular formula: C5H2ClN
Method: DFT, wB97M-V/def2-TZVPD

Computed properties:
HOMO, eV: -9.77
SMILES string: N#CC#C/C=C/Cl
Lowest unoccupied orbital energy, eV: -0.42

```
! RIJCOSX wB97M-V def2-TZVPD def2/J DEFGRID3
* xyz 0 1
N 4.13950 -0.34378 -0.00236
C 2.99205 -0.14266 0.00746
C 1.62012 0.10522 -0.00301
C 0.44108 0.30432 0.00036
C -0.95387 0.57349 0.00221
C -1.84186 -0.43121 0.00364
Cl -3.53873 -0.16347 0.00021
H -1.27431 1.60225 -0.00336
H -1.58398 -1.50415 -0.00514
*
```



Record 2
Molecular formula: C5H2FeINOS5
Method: DFT, wB97M-V/def2-TZVPD

Computed properties:
HOMO (alpha / beta), eV: -4.51 / -5.31
<S²>: 8.78
Lowest unoccupied orbital energy (alpha / beta), eV: 2.67 / 1.01

```
! RIJCOSX wB97M-V def2-TZVPD def2/J DEFGRID3
* xyz -1 6
Fe 0.56315 -1.30726 -0.05424
O -1.04360 5.23132 -0.41444
C -0.67332 4.08600 -0.39775
S 0.32908 3.39542 0.88399
C 0.49673 1.78386 0.19840
C -0.13128 1.56337 -1.00335
S -0.11555 0.08476 -1.85297
S -1.01370 2.92391 -1.68557
S 1.40245 0.61777 1.05182
I -0.96506 -3.25542 1.10199
C -1.43749 -1.14501 0.96128
H -1.53727 -0.77733 1.97771
H -2.36247 -1.06736 0.39856
S 2.39769 -2.62013 -0.77209
C 2.12814 -4.20217 -0.34164
N 1.96249 -5.31174 -0.05169
*
```



Record 3
Molecular formula: C5H2O
Method: DFT, wB97M-V/def2-TZVPD

Computed properties:
HOMO (alpha / beta), eV: -9.74 / -10.87
Lowest unoccupied orbital energy (alpha / beta), eV: -3.31 / -1.33

```
! RIJCOSX wB97M-V def2-TZVPD def2/J DEFGRID3
* xyz 0 1
C -1.76220 3.43519 -1.39507
C -0.82727 2.68119 -1.20221
C 0.78486 0.85671 -0.80338
C 0.63070 2.20409 -1.25306
C 0.22357 -0.05064 -0.07149
O 1.44676 2.98341 -1.64538
H 0.72248 -0.99642 0.06996
H -0.73387 0.04257 0.43024
*
```



Record 4
Molecular formula: C5H2O
Method: DFT, wB97M-V/def2-TZVPD

Computed properties:
HOMO, eV: -10.19
SMILES string: C#CC#CC=O
Lowest unoccupied orbital energy, eV: -0.57

```
! RIJCOSX wB97M-V def2-TZVPD def2/J DEFGRID3
* xyz 0 1
C 2.77046 -0.26049 -0.01475
C 1.65330 0.00614 -0.38178
C 0.30215 0.20819 -0.55346
C -0.90395 0.28823 -0.47423
C -2.20292 0.14342 0.16391
O -2.86003 -0.86793 0.09999
H 3.73573 -0.51682 0.35997
H -2.49474 0.99926 0.80033
*
```



Record 5
Molecular formula: C5H2O
Method: DFT, wB97M-V/def2-TZVPD

Computed properties:
HOMO, eV: -9.70
SMILES string: C#CC=C=C=O
Lowest unoccupied orbital energy, eV: -0.92

```
! RIJCOSX wB97M-V def2-TZVPD def2/J DEFGRID3
* xyz 0 1
C 2.42191 -0.32259 0.53416
C 1.27962 -0.12428 0.20085
C -0.13355 0.03737 0.16287
C -0.99480 0.32686 -0.85638
C -2.17258 0.28267 -0.21016
O -3.18622 0.23375 0.34084
H 3.40928 -0.51419 0.89049
H -0.54343 -0.12117 1.16836
*
```



Record 6
Molecular formula: C5H2O
Method: DFT, wB97M-V/def2-TZVPD

Computed properties:
HOMO, eV: -10.33
SMILES string: C#CC#CC=O
Lowest unoccupied orbital energy, eV: -0.69

```
! RIJCOSX wB97M-V def2-TZVPD def2/J DEFGRID3
* xyz 0 1
C -2.88476 -0.25632 -0.01222
C -1.67652 -0.21782 -0.01662
C -0.27263 -0.18277 -0.03539
C 0.89446 -0.08439 0.03168
C 2.27725 0.16819 0.00284
O 3.25159 -0.56681 -0.00989
H -3.95029 -0.12878 0.08876
H 2.36090 1.26871 -0.04916
*
```



For the records above, the corresponding calculated total energy values read -706.58228; -3874.16971; -266.65221; -266.80964; -266.79706; -266.80864 Eh.